#1
# C5H16NO4

A 3-piece molecular cluster, C5H16NO4 overall (ωB97M-V/def2-TZVPD, the OMol25 dataset).

- Expectation value of S²: 0.755
- LUMO level (alpha / beta): -0.2891 / -0.4529 hartree
- HOMO (alpha / beta): -17.454 / -17.452 eV
- Multiplicity: 2
- Charge: +2

Last column: Mulliken spin population.
Element x y z (Å)
C (0.48669, -1.78776, 2.23753)  0.00
C (0.87297, -1.24469, 0.90194)  0.00
C (0.91938, 0.28108, 0.79944)  0.00
C (0.26618, 0.92973, -0.49431)  -0.01
C (-0.11190, 2.34194, -0.50420)  0.01
O (-1.17006, 2.78735, 0.04731)  0.05
O (0.64766, 3.11827, -1.14725)  0.92
N (2.24509, -1.81159, 0.40718)  0.00
H (-0.59156, -1.95786, 2.29615)  0.00
H (0.66722, -1.13293, 3.08107)  0.00
H (0.86080, -2.74306, 2.61544)  0.00
H (0.15015, -1.62206, 0.18299)  0.00
H (1.92505, 0.68314, 0.88028)  0.00
H (0.34364, 0.69837, 1.61096)  0.00
H (1.07677, 0.84037, -1.21780)  0.02
H (-0.54004, 0.25510, -0.76326)  0.01
H (-1.33176, 3.75077, -0.02905)  0.00
H (2.55178, -2.50378, 1.10516)  0.00
H (2.05570, -2.35318, -0.43821)  0.00
H (2.97603, -1.12307, 0.24444)  0.00
H (-1.55169, -0.26713, -3.34491)  0.00
H (-1.93221, 1.14979, -3.23563)  0.00
O (-1.30877, 0.52504, -2.83673)  0.00
H (-3.60855, 1.07646, -0.77903)  0.00
H (-2.80996, -0.23006, -1.16877)  0.00
O (-3.08860, 0.33978, -0.45072)  0.00

***

#2
# C5H16NO4

A 3-piece molecular cluster, C5H16NO4 overall (ωB97M-V/def2-TZVPD, the OMol25 dataset).

- Expectation value of S²: 0.757
- LUMO level (alpha / beta): -0.3367 / -0.4756 hartree
- HOMO (alpha / beta): -17.808 / -17.799 eV
- Multiplicity: 2
- Charge: +2

Last column: Mulliken spin population.
Element x y z (Å)
C (-0.57118, -1.67139, 0.84079)  0.00
O (-1.52526, -2.43450, 0.12410)  0.00
C (-0.36132, -0.36282, 0.05938)  0.00
C (0.80666, 0.48720, 0.53388)  0.02
C (0.77367, 1.97311, 0.16462)  0.14
C (-0.33505, 2.72398, 0.91108)  0.00
O (-1.44076, 2.29642, 0.99030)  0.70
N (-0.18039, -0.78854, -1.38598)  0.00
H (-0.89119, -1.46294, 1.85925)  0.00
H (0.34220, -2.26465, 0.83560)  0.00
H (-2.40271, -2.36772, 0.51196)  0.00
H (-1.29230, 0.23120, 0.10206)  0.02
H (1.74806, 0.03158, 0.22747)  0.02
H (0.88078, 0.39653, 1.62265)  0.01
H (1.73809, 2.42589, 0.39463)  0.00
H (0.56899, 2.10623, -0.91095)  0.00
H (-0.02795, 3.67830, 1.40270)  0.10
H (0.80410, -1.00931, -1.55782)  0.00
H (-0.77530, -1.61985, -1.52372)  0.00
H (-0.43623, -0.06680, -2.08747)  0.00
H (-0.53235, 1.29850, -4.20236)  0.00
H (-1.91545, 0.73103, -3.95349)  0.00
O (-1.04551, 0.81555, -3.54600)  0.00
H (2.64674, -2.02089, 2.49358)  0.00
H (1.62578, -1.56820, 3.52488)  0.00
O (1.79790, -1.55792, 2.56885)  0.00

***

Sorted by energy, starting with the most stable: #2, #1.